{
  "formula": "C4H5N3OS",
  "method": "ωB97M-V/def2-TZVPD",
  "elements": ["C", "C", "C", "C", "N", "N", "N", "O", "S", "H", "H", "H", "H", "H"],
  "xyz": [[1.26, 1.79, -0.08], [2.47, 1.04, -0.17], [-0.72, 0.38, -0.03], [-2.95, -1.07, 0.20], [0.12, 1.25, -0.11], [2.43, -0.24, -0.23], [2.13, -1.21, 0.47], [1.81, -2.32, 0.13], [-1.72, -0.45, -1.04], [1.19, 2.88, -0.04], [3.38, 1.46, -0.28], [-3.26, -0.12, 0.67], [-2.37, -1.76, 0.76], [-3.77, -1.63, -0.24]],
  "relative_energy_kcal_mol": 166.2,
  "lumo_energy_ha": [-0.0253, -0.0253],
  "orbital_gap_ev": [6.87, 6.87]
}